Here is an isolated molecule of C11H19N3O3S from the OMol25 dataset. Energies are from the ωB97M-V functional and the def2-TZVPD basis.

Properties
- energy above the lowest of the compared OMol25 structures with the same formula, charge and spin (kJ/mol) = 108.9
- DFT total energy (eV) = -33164.5367
- 2S+1 = 1
- Kohn-Sham gap (eV) = 9.62
- LUMO (hartree) = 0.019
- SMILES = CNC(=O)[C@H](CS)NC(=O)[C@H]1CCCN1C(C)=O

Last column: Löwdin charge in e.
Geometry (Å):
C: 1.222 -2.753 4.394  -0.055
N: 1.430 -1.600 3.532  0.014
C: 0.472 -1.078 2.775  -0.467
O: -0.681 -1.518 2.788  0.046
C: 0.816 0.090 1.824  -0.303
C: 0.778 1.434 2.524  -0.485
S: 2.222 1.525 3.625  0.749
N: -0.155 0.124 0.714  0.124
C: 0.119 0.533 -0.540  -0.457
O: 1.230 0.975 -0.867  0.054
C: -0.986 0.501 -1.564  -0.205
C: -1.671 1.887 -1.592  -0.104
C: -2.274 1.892 -2.994  -0.156
C: -1.203 1.184 -3.840  -0.144
N: -0.602 0.236 -2.951  -0.014
C: 0.036 -0.878 -3.436  -0.478
C: 0.526 -1.934 -2.454  0.021
O: 0.156 -1.079 -4.629  0.052
H: 0.685 -2.552 5.360  0.105
H: 2.209 -3.179 4.625  0.089
H: 0.675 -3.497 3.835  0.080
H: 2.347 -1.201 3.498  0.100
H: 1.849 -0.080 1.433  0.151
H: -0.200 1.554 3.013  0.101
H: 0.884 2.208 1.782  0.074
H: 2.170 2.822 3.857  -0.153
H: -1.045 -0.323 0.919  0.142
H: -1.696 -0.286 -1.267  0.153
H: -0.981 2.723 -1.563  0.127
H: -2.511 1.949 -0.910  0.118
H: -2.445 2.883 -3.360  0.106
H: -3.161 1.287 -3.003  0.109
H: -1.668 0.704 -4.706  0.127
H: -0.437 1.905 -4.163  0.135
H: 1.303 -1.503 -1.861  0.064
H: -0.296 -2.164 -1.758  0.086
H: 0.883 -2.790 -3.041  0.094